## i
A structure of composition C5H9NO3, computed with ωB97M-V/def2-TZVPD.

XYZ file:
```
18
Properties=species:S:1:pos:R:3:lowdin_charge:R:1
C 2.111 0.525 0.040 0.01
C 1.075 -0.546 -0.178 -0.50
N 0.541 -1.084 1.097 0.13
O 0.926 -1.204 -1.188 0.10
H 0.133 -2.006 0.986 0.14
H 1.099 -0.990 1.940 0.13
H 2.941 0.126 0.624 0.09
H 1.694 1.376 0.575 0.08
H 2.463 0.876 -0.926 0.10
C -1.752 0.176 -1.462 -0.03
C -0.941 0.793 -0.364 -0.38
C -1.085 -0.056 1.218 -0.32
O -0.573 1.940 -0.340 0.07
O -2.076 -0.732 1.365 0.00
H -0.750 0.726 1.916 0.12
H -2.174 -0.796 -1.227 0.08
H -2.540 0.867 -1.758 0.09
H -1.093 0.009 -2.317 0.08
```

Values from the calculation:
Total charge = 0
Gap between HOMO and LUMO = 8.3004 eV

***

## ii
A cluster of 2 separate species, C5H9NO3 in total, computed with ωB97M-V/def2-TZVPD.

XYZ file:
```
18
Properties=species:S:1:pos:R:3:lowdin_charge:R:1
C -1.103 -1.295 -0.654 0.03
C -0.316 -0.121 -1.153 -0.50
O -0.581 1.055 -1.129 0.08
O 0.689 -0.586 -2.009 -0.10
N 0.992 0.249 -3.116 0.05
H -1.091 -2.093 -1.392 0.09
H -0.613 -1.689 0.233 0.07
H -2.118 -0.998 -0.404 0.10
H 1.902 0.691 -2.969 0.09
H 0.384 1.077 -3.127 0.08
C -0.561 0.986 2.100 -0.09
C 0.829 0.538 1.732 -0.16
C 1.268 -0.695 1.783 -0.22
O 1.513 -1.778 2.145 0.16
H -0.531 1.734 2.892 0.07
H -1.009 1.477 1.237 0.06
H -1.184 0.149 2.405 0.08
H 1.531 1.298 1.426 0.11
```

Values from the calculation:
Total charge = 0
Gap between HOMO and LUMO = 9.6357 eV

***

It is i that is the most stable of them.

***

## i
A cluster of 2 separate species, C4H14N2 in total, computed with ωB97M-V/def2-TZVPD.

XYZ file:
```
20
Properties=species:S:1:pos:R:3:lowdin_charge:R:1
C -1.442 -0.729 1.945 -0.12
C -2.521 -0.356 0.919 -0.33
N -3.642 0.306 1.620 -0.03
H -1.802 -1.500 2.626 0.07
H -0.539 -1.075 1.435 0.06
H -1.158 0.139 2.534 0.06
H -2.089 0.318 0.186 0.09
H -2.884 -1.297 0.505 0.09
H -3.488 0.323 2.620 0.05
H -3.752 1.267 1.331 0.05
C 3.257 0.308 -0.805 -0.15
N 2.624 0.798 -2.059 -0.18
C 1.418 -0.028 -2.357 -0.14
H 2.864 0.808 0.083 0.07
H 3.134 -0.767 -0.709 0.07
H 4.318 0.516 -0.869 0.06
H 2.245 1.688 -1.757 0.08
H 1.686 -1.083 -2.395 0.07
H 1.028 0.225 -3.342 0.07
H 0.743 0.140 -1.510 0.06
```

Values from the calculation:
Total charge = 0
Gap between HOMO and LUMO = 9.9377 eV

***

## ii
A structure of composition C4H14N2, computed with ωB97M-V/def2-TZVPD.

XYZ file:
```
20
Properties=species:S:1:pos:R:3:lowdin_charge:R:1
C 0.909 -0.815 -0.350 -0.38
C 0.682 0.615 1.390 -0.14
C 2.050 -1.603 0.232 -0.11
N -0.214 -1.417 -0.740 -0.04
H 1.206 0.028 -0.966 0.10
H -1.213 -0.484 -0.627 0.07
H -0.379 -2.279 -0.224 0.06
H 2.508 -2.210 -0.556 0.08
H 0.653 -0.136 2.185 -0.01
H 1.702 0.997 1.312 -0.01
H 0.106 1.489 1.730 -0.02
H 2.813 -0.952 0.655 0.07
H 1.696 -2.272 1.019 0.08
C -1.810 1.635 -1.206 -0.10
N -1.736 0.551 -0.219 -0.04
H -2.608 0.414 0.280 0.12
H -0.921 0.713 0.483 0.05
H -2.573 1.421 -1.954 0.08
H -2.025 2.597 -0.734 0.08
H -0.846 1.709 -1.708 0.08
```

Values from the calculation:
Total charge = 0
Gap between HOMO and LUMO = 7.8165 eV

***

## iii
A cluster of 2 separate species, C4H14N2 in total, computed with ωB97M-V/def2-TZVPD.

XYZ file:
```
20
Properties=species:S:1:pos:R:3:lowdin_charge:R:1
C -0.888 0.738 1.856 -0.14
C -1.590 1.621 0.843 -0.32
C -1.359 1.131 -0.572 -0.13
H 0.186 0.705 1.659 0.07
H -0.958 1.084 2.886 0.07
H -1.269 -0.281 1.780 0.07
H -2.645 1.706 1.106 0.10
H -1.222 2.648 0.925 0.10
H -2.026 1.571 -1.302 0.07
H -1.474 0.040 -0.639 0.07
H -0.326 1.291 -0.863 0.06
N 0.677 -2.123 -0.260 0.01
C 1.283 -1.359 -1.296 -0.41
N 2.332 -0.493 -0.800 -0.01
H 0.472 -1.623 0.587 0.05
H 0.876 -3.101 -0.225 0.06
H 0.570 -0.720 -1.823 0.08
H 1.634 -2.060 -2.070 0.11
H 3.081 -0.975 -0.331 0.06
H 2.643 0.200 -1.459 0.06
```

Values from the calculation:
Total charge = 0
Gap between HOMO and LUMO = 9.9417 eV

***

It is iii that is the most stable of them.

***

## i
A cluster of 2 separate species, C4H14N2 in total, computed with ωB97M-V/def2-TZVPD.

XYZ file:
```
20
Properties=species:S:1:pos:R:3:lowdin_charge:R:1
C 1.381 2.167 0.630 -0.12
C 1.541 1.154 -0.492 -0.33
N 1.155 1.681 -1.822 -0.03
H 0.395 2.633 0.610 0.07
H 1.598 1.774 1.622 0.07
H 2.140 2.959 0.570 0.07
H 2.600 0.891 -0.519 0.10
H 0.883 0.303 -0.333 0.06
H 0.889 2.658 -1.706 0.05
H 1.961 1.763 -2.444 0.06
C -2.162 -1.059 -0.102 -0.09
C -0.932 -1.604 0.644 -0.34
N -1.061 -2.998 1.058 -0.03
H -1.842 -0.551 -1.006 0.06
H -2.791 -1.927 -0.287 0.06
H -2.733 -0.299 0.434 0.06
H -0.059 -1.492 -0.002 0.08
H -0.635 -1.027 1.519 0.09
H -1.973 -3.424 0.965 0.05
H -0.358 -3.604 0.663 0.06
```

Values from the calculation:
Total charge = 0
Gap between HOMO and LUMO = 9.9177 eV

***

## ii
A cluster of 2 separate species, C4H14N2 in total, computed with ωB97M-V/def2-TZVPD.

XYZ file:
```
20
Properties=species:S:1:pos:R:3:lowdin_charge:R:1
C -1.231 2.044 -0.324 -0.13
C -0.878 2.989 0.795 -0.35
N -0.180 2.283 1.889 -0.02
H -0.379 1.390 -0.496 0.04
H -2.055 1.360 -0.101 0.07
H -1.515 2.586 -1.228 0.07
H -0.151 3.748 0.473 0.10
H -1.777 3.599 0.960 0.10
H 0.747 2.676 2.000 0.06
H -0.581 2.484 2.799 0.06
C 0.541 -3.580 -1.386 -0.13
N 0.620 -2.609 -0.254 -0.19
C 0.988 -1.244 -0.565 -0.16
H 0.354 -3.073 -2.335 0.07
H 1.491 -4.114 -1.472 0.07
H -0.279 -4.265 -1.187 0.06
H 1.440 -2.988 0.201 0.08
H 1.798 -1.249 -1.319 0.08
H 1.446 -0.790 0.317 0.08
H 0.126 -0.623 -0.796 0.05
```

Values from the calculation:
Total charge = 0
Gap between HOMO and LUMO = 9.8651 eV

***

It is i that is the most stable of them.

***

## i
An isolated molecule of C2H5NO3, computed with ωB97M-V/def2-TZVPD.

XYZ file:
```
11
Properties=species:S:1:pos:R:3:lowdin_charge:R:1
O 0.069 1.521 -0.092 0.11
C 0.148 0.328 -0.174 -0.42
C -1.125 -0.532 -0.079 -0.21
O -2.282 0.212 -0.059 -0.05
N 1.310 -0.475 -0.248 0.01
O 2.554 0.165 -0.043 -0.02
H -1.202 -1.316 -0.876 0.14
H -1.036 -1.065 0.873 0.12
H -2.083 1.182 -0.019 0.11
H 1.356 -1.070 0.575 0.14
H 2.291 1.050 0.143 0.06
```

Values from the calculation:
Total charge = 0
Gap between HOMO and LUMO = 10.9056 eV

***

## ii
An isolated molecule of C2H5NO3, computed with ωB97M-V/def2-TZVPD.

XYZ file:
```
11
Properties=species:S:1:pos:R:3:lowdin_charge:R:1
N -1.841 -0.526 0.564 0.05
C -0.861 0.187 -0.158 -0.32
O 0.367 0.144 0.535 0.05
C 1.472 -0.043 -0.186 -0.63
O 1.544 -0.132 -1.378 0.12
O 2.521 -0.056 0.641 0.15
H -2.729 -0.556 0.084 0.08
H -1.949 -0.192 1.514 0.08
H -0.774 0.003 -1.245 0.12
H -1.085 1.328 -0.496 0.16
H 3.334 -0.158 0.124 0.14
```

Values from the calculation:
Total charge = 0
Gap between HOMO and LUMO = 10.2453 eV

***

It is ii that is the most stable of them.

***

## i
A cluster of 2 separate species, C2H5NO3 in total, computed with ωB97M-V/def2-TZVPD.

XYZ file:
```
11
Properties=species:S:1:pos:R:3:lowdin_charge:R:1
N -1.083 1.274 0.140 0.10
C -2.051 0.288 -0.064 -0.43
O -3.170 0.540 -0.388 0.02
H -1.433 2.221 0.359 0.11
H -0.151 0.985 0.495 0.06
H -1.767 -0.716 0.172 0.11
O 1.877 0.031 1.094 0.01
C 2.113 -0.859 0.229 -0.24
O 1.125 -0.949 -0.780 0.00
H 2.891 -1.569 0.352 0.12
H 1.649 -1.246 -1.609 0.15
```

Values from the calculation:
Total charge = 0
Gap between HOMO and LUMO = 9.8283 eV

***

## ii
A structure of composition C2H5NO3, computed with ωB97M-V/def2-TZVPD.

XYZ file:
```
11
Properties=species:S:1:pos:R:3:lowdin_charge:R:1
C -0.536 0.536 0.598 -0.24
N 0.475 0.928 -0.134 0.10
C 1.368 -0.418 -0.327 -0.39
O -1.739 1.048 0.403 0.12
O -0.193 -1.408 -0.182 -0.21
O 2.138 -0.713 0.541 0.03
H -2.368 0.694 1.047 0.14
H -0.565 -1.578 -1.060 0.03
H 0.215 1.405 -0.993 0.14
H -0.338 -0.002 1.516 0.16
H 1.542 -0.491 -1.409 0.13
```

Values from the calculation:
Total charge = 0
Gap between HOMO and LUMO = 9.6164 eV

***

It is i that is the most stable of them.

***

## i
An isolated molecule of C2H5NO3, computed with ωB97M-V/def2-TZVPD.

XYZ file:
```
11
Properties=species:S:1:pos:R:3:lowdin_charge:R:1
N -1.771 0.592 -0.481 0.07
O -1.441 -0.688 0.090 -0.12
C -0.175 -0.845 0.577 -0.35
O 0.453 0.232 1.101 -0.07
C 1.450 0.330 -0.124 -0.25
O 1.213 0.952 -1.112 0.09
H -1.364 1.297 0.135 0.08
H -1.270 0.638 -1.368 0.08
H -0.157 -1.763 1.172 0.15
H 0.657 -1.025 -0.398 0.17
H 2.405 0.280 0.408 0.16
```

Values from the calculation:
Total charge = 0
Gap between HOMO and LUMO = 10.0954 eV

***

## ii
A cluster of 2 separate species, C2H5NO3 in total, computed with ωB97M-V/def2-TZVPD.

XYZ file:
```
11
Properties=species:S:1:pos:R:3:lowdin_charge:R:1
N 0.180 0.934 1.962 0.12
C -0.318 -0.275 1.601 -0.44
O -1.440 -0.654 1.853 0.01
H -0.485 1.685 2.069 0.10
H 1.119 1.202 1.734 0.09
H 0.339 -0.924 1.019 0.11
O -0.482 0.775 -1.557 0.09
C 0.252 0.005 -2.087 -0.39
O 0.332 -1.315 -1.799 0.04
H 1.020 0.322 -2.814 0.14
H -0.518 -1.755 -1.983 0.13
```

Values from the calculation:
Total charge = 0
Gap between HOMO and LUMO = 10.5046 eV

***

It is ii that is the most stable of them.